{"formula": "C35H54BrCuN3OP2", "method": "wB97M-V/def2-TZVPD", "species": ["N", "C", "C", "C", "C", "C", "C", "Cu", "P", "C", "C", "C", "C", "C", "C", "C", "Br", "H", "H", "H", "H", "H", "H", "H", "H", "H", "H", "P", "C", "C", "H", "H", "H", "H", "H", "C", "C", "H", "H", "H", "H", "H", "C", "C", "H", "H", "H", "H", "H", "C", "C", "H", "H", "H", "H", "H", "C", "C", "H", "H", "H", "H", "H", "C", "C", "H", "H", "H", "H", "H", "C", "C", "N", "C", "C", "C", "O", "C", "C", "C", "C", "N", "C", "H", "H", "H", "H", "H", "H", "H", "H", "H", "H", "H", "H", "H", "H"], "coordinates": [[-4.909, -0.797, 2.437], [-3.927, -0.024, 2.906], [-3.173, 0.813, 2.075], [-3.509, 0.902, 0.705], [-4.538, 0.064, 0.231], [-5.242, -0.718, 1.146], [-2.717, 1.687, -0.192], [0.925, -0.370, -0.989], [2.259, 0.585, -2.344], [-2.876, 1.667, -1.543], [-2.026, 2.429, -2.429], [-2.067, 2.216, -3.825], [-1.170, 2.884, -4.668], [-0.165, 3.664, -4.078], [-0.206, 4.020, -2.729], [-1.107, 3.363, -1.895], [1.327, 4.277, -5.167], [-1.858, 2.182, 0.268], [-3.598, 1.004, -2.021], [-2.317, 1.362, 2.461], [-4.773, -0.036, -0.825], [-3.729, -0.039, 3.988], [-6.118, -1.295, 0.816], [-2.788, 1.503, -4.224], [-1.089, 3.552, -0.824], [-1.220, 2.784, -5.742], [0.456, 4.788, -2.337], [-0.210, -2.176, -1.282], [2.643, 2.225, -1.644], [3.365, 3.194, -2.552], [3.215, 2.024, -0.728], [1.671, 2.637, -1.335], [3.616, 4.106, -1.997], [4.292, 2.784, -2.968], [2.725, 3.503, -3.389], [1.617, 0.822, -4.017], [2.673, 0.925, -5.106], [0.987, 1.720, -3.988], [0.938, -0.025, -4.189], [2.185, 1.156, -6.059], [3.402, 1.723, -4.907], [3.213, -0.023, -5.215], [3.706, -0.525, -2.380], [5.041, 0.166, -2.572], [3.518, -1.276, -3.161], [3.664, -1.056, -1.417], [5.848, -0.567, -2.463], [5.129, 0.604, -3.571], [5.213, 0.953, -1.832], [0.632, -3.596, -0.457], [2.145, -3.660, -0.656], [0.141, -4.501, -0.844], [0.387, -3.506, 0.614], [2.482, -4.678, -0.425], [2.449, -3.423, -1.685], [2.666, -2.975, 0.025], [-0.228, -2.693, -3.047], [-1.243, -1.997, -3.956], [-0.400, -3.780, -3.016], [0.798, -2.506, -3.403], [-1.036, -2.297, -4.992], [-2.276, -2.290, -3.727], [-1.176, -0.901, -3.904], [-1.970, -2.425, -0.831], [-2.290, -3.039, 0.530], [-2.411, -3.037, -1.631], [-2.423, -1.424, -0.908], [-3.368, -3.217, 0.578], [-1.788, -4.000, 0.692], [-2.043, -2.369, 1.361], [-2.754, -1.023, 6.441], [-1.246, -1.042, 6.549], [-0.490, -0.410, 5.437], [-0.331, 1.052, 5.525], [0.900, 1.517, 6.278], [-0.544, -1.006, 4.178], [-1.357, -1.883, 3.870], [0.527, -0.550, 3.218], [1.839, -0.351, 3.669], [2.825, -0.032, 2.751], [2.495, 0.044, 1.389], [1.250, -0.214, 0.963], [0.284, -0.540, 1.841], [-3.154, -0.010, 6.311], [-3.166, -1.434, 7.368], [-3.097, -1.673, 5.627], [-0.929, -0.517, 7.460], [-0.899, -2.075, 6.605], [-0.312, 1.461, 4.509], [-1.246, 1.449, 6.005], [1.718, 1.743, 5.581], [0.671, 2.450, 6.792], [1.226, 0.778, 7.020], [2.041, -0.463, 4.733], [3.855, 0.168, 3.046], [3.247, 0.297, 0.647], [-0.695, -0.783, 1.440]], "e_homo_ev": [-13.22, -13.22], "max_force_ev_per_a": 2.174, "charge": 2, "orbital_gap_ev": [6.5, 3.8], "multiplicity": 2, "lumo_energy_ev": [-6.756, -9.413], "energy_ha": -6502.234221, "s2": 0.7968}